Entry 1:
# H41O20

A cluster of 20 separate species, H41O20 in total in a non-equilibrium geometry (wB97M-V/def2-TZVPD, OMol25).

The charge is +1. The value obtained for the maximum force is 0.074 Eh/bohr. For the calculated total energy, the calculation gives -41608.2978 eV.

Each line ends with the Löwdin charge.
Positions of all 61 atoms, in Å:
O -4.14151 -2.12901 -0.39031  -0.047
H 3.42211 3.14486 -1.41205  0.031
O 2.89606 3.04896 2.38329  -0.073
H 3.16206 3.75849 2.95989  0.025
H 1.98243 2.78088 2.49203  -0.008
O -1.85276 0.57587 2.65047  -0.056
H -1.29801 -0.08692 3.04899  0.001
H -1.68358 1.41192 3.14538  0.067
O -1.98898 3.86023 0.70762  -0.064
H -2.69767 3.18258 0.64176  0.001
H -2.90317 -2.24964 -1.91191  0.035
O 0.41908 -0.63326 -0.60466  -0.025
H 4.97362 -1.08761 2.29800  0.072
H -2.36639 4.58813 0.19855  0.053
O 4.39267 -1.82076 2.52652  -0.031
H 0.07520 -0.94399 -2.11953  0.163
H 4.29211 -1.48643 3.44042  0.086
O 0.04375 -1.54126 -3.09470  0.125
H -0.68058 -2.20970 -2.77107  0.130
H -0.35191 3.82846 1.98257  0.000
O 2.26198 -3.31446 -0.92187  -0.075
H 2.33668 -2.80013 -0.07217  -0.003
H 2.32147 -2.68160 -1.63025  0.030
O -1.44133 -2.53896 1.34431  -0.029
H -1.44948 -2.11508 2.21278  0.032
H 0.64813 -1.49651 -0.24769  0.046
O 1.23519 -5.36484 0.43109  -0.062
H 2.12058 -5.38058 0.79015  0.033
H 1.37756 -5.25830 -0.52158  0.035
O 1.98036 -2.26693 1.43235  -0.054
H 2.80890 -2.14260 1.91149  0.013
H -0.30614 -0.65595 -3.35071  0.124
O -1.11347 3.42054 -4.21216  -0.043
H -0.68801 3.73693 -3.42444  0.023
H -0.79662 3.55858 -5.09291  0.026
O 0.68470 1.93167 -0.98221  -0.055
H 1.33989 1.26677 -0.72848  0.032
H 0.37663 2.17279 -0.10582  0.023
O 2.83718 3.15123 -2.16813  -0.057
H -5.11888 -2.19147 -0.43066  0.081
H 2.72908 4.10387 -2.23242  0.038
O -2.15097 -2.87687 -1.97610  -0.069
H 1.63569 -3.15959 1.57783  0.051
H -3.96691 -2.26406 0.53707  0.033
O 1.28204 0.75123 -5.04886  -0.041
H 1.22457 1.70532 -5.07997  0.024
H 2.06802 0.68300 -4.50086  0.037
O 0.79643 -2.00018 4.22558  -0.048
H 1.21163 -2.41597 3.45574  -0.002
H 0.13588 -2.56209 4.63797  0.043
O 0.42623 3.86139 2.54364  -0.065
H -2.05858 -3.25325 -1.08240  0.051
H 0.96612 4.66189 2.58393  0.062
O -4.35903 2.69568 1.03918  -0.078
H -4.97299 2.82791 1.82697  0.111
H -4.44711 3.34398 0.32330  0.052
O -1.97927 -0.12894 -1.76309  -0.037
H -2.77683 0.40523 -1.94415  0.093
H -1.66285 0.23112 -0.93659  0.027
H -0.18817 -0.23116 0.01643  0.063
H -1.02282 -3.40142 1.39244  0.046

---

Entry 2:
# H41O20

A cluster of 20 separate species, H41O20 in total in a non-equilibrium geometry (wB97M-V/def2-TZVPD, OMol25).

The charge is +1. The value obtained for the maximum force is 0.073 Eh/bohr. For the calculated total energy, the calculation gives -41607.3769 eV.

Each line ends with the Löwdin charge.
Positions of all 61 atoms, in Å:
O 1.16463 3.18663 3.63096  -0.045
H -5.84941 -1.98417 -1.57551  0.057
O -2.01808 -1.53300 -0.80117  -0.048
H -2.26064 -2.33009 -0.34795  0.029
H -2.03504 -1.02485 -4.09113  -0.027
O 3.59206 -1.00150 2.68428  -0.065
H 3.52680 -1.97309 2.73758  0.070
H 4.51107 -0.81383 2.53954  0.041
O 1.78214 -0.80228 0.15322  -0.024
H 2.57088 -0.24815 0.30504  0.060
H -1.98606 -4.59891 2.47414  0.029
O 0.28878 1.73234 -4.23518  -0.033
H -0.47636 0.02410 -1.72294  0.071
H 1.59616 -1.08889 1.04710  0.056
O -0.21725 -0.36956 -2.65288  0.111
H -2.93612 -1.01828 2.51798  0.021
H -0.89047 0.15884 -3.22941  0.131
O 3.74938 1.00288 3.86888  -0.088
H -5.68547 -0.44825 -1.49760  0.022
H -4.06245 -0.19522 1.93137  0.072
O 2.09724 1.69467 -1.93914  -0.109
H 2.86230 2.14266 -2.45778  0.066
H 2.66010 1.40943 -1.22207  -0.012
O -0.19570 -5.71319 -0.98964  -0.048
H 0.45560 -5.15027 -0.56411  0.027
H 0.44674 2.56038 -3.80582  0.031
O -0.34080 4.65620 1.99075  -0.059
H -0.58859 5.57456 1.87847  0.062
H -0.99487 4.33433 1.33024  0.079
O -0.44593 0.27218 -0.27426  -0.071
H 0.50814 0.18146 0.06109  0.044
H 3.69930 1.90636 4.21593  0.038
O 4.77392 -0.96616 -1.59400  -0.096
H 3.97852 -1.38513 -2.01617  0.059
H 5.29723 -1.76303 -1.29454  0.069
O -1.12468 -2.48087 -3.74996  -0.061
H -1.38384 -3.39311 -3.53595  0.086
H -1.37846 -2.50857 -4.72710  0.117
O -2.43660 3.43923 3.38772  -0.075
H -2.52941 -0.87541 -0.32214  0.022
H -1.61393 2.90950 3.29423  0.015
O -5.20889 -1.24683 -1.69102  -0.061
H -0.55756 1.13944 0.19598  0.117
H 0.67447 3.94788 3.39321  -0.039
O -2.68980 -4.76848 1.85571  -0.035
H 5.01776 1.88887 -1.25247  0.060
H -2.98171 -3.93077 1.49580  0.010
O 4.45145 2.54721 -1.67302  -0.055
H 4.81606 3.37842 -2.01483  0.080
H -1.96914 4.18255 3.77203  0.022
O -3.25401 -0.68423 1.66806  -0.069
H 1.61311 3.38557 4.45070  0.036
H 3.53852 1.20885 2.93097  0.042
O -2.53408 -0.19614 -4.16219  -0.059
H -0.64854 -1.19388 -2.28946  0.100
H -3.08252 -0.47997 -4.93232  0.086
O -2.08626 0.35713 3.86139  -0.040
H -1.18542 0.04324 3.77540  0.048
H -2.24383 0.61652 4.76875  0.058
H 1.14218 1.36441 -4.49006  0.051
H -0.92267 -5.07972 -1.06475  0.019

---

Entry 3:
# H41O21

A cluster of 21 separate species, H41O21 in total in a non-equilibrium geometry (wB97M-V/def2-TZVPD, OMol25).

The charge is -1. The value obtained for the maximum force is 0.217 Eh/bohr. For the calculated total energy, the calculation gives -43660.2788 eV.

Each line ends with the Löwdin charge.
Positions of all 62 atoms, in Å:
O -0.77852 -0.29868 0.22860  -0.196
H 0.30147 -0.57038 -0.01367  0.069
H -1.14163 -0.15010 -0.67399  0.007
O 1.80486 -0.54292 -0.32530  -0.325
H -1.65434 1.16240 -5.03948  0.111
H -1.03641 -3.69364 2.97141  -0.045
O 0.98918 3.20378 -3.75047  0.007
H -2.81787 -1.27178 -1.45750  0.000
H 1.63773 3.27009 -3.12044  0.001
O -2.43119 -1.84965 -2.14678  -0.115
H -1.29213 0.55243 3.94846  -0.001
H -1.50221 4.10833 2.04036  -0.007
O -2.31997 4.14655 2.55416  -0.069
H -2.77567 3.47730 2.05444  -0.008
H -4.11815 -0.42451 0.49266  -0.057
O 0.13938 1.37111 -2.17170  -0.145
H 3.16159 1.47784 3.85814  0.042
H 0.66767 0.90386 -1.33964  0.124
O 2.32962 1.99835 4.00117  -0.159
H 2.26224 0.19136 0.90465  -0.044
H 0.55948 2.15337 1.97690  0.025
O 4.80854 -1.43313 2.03381  -0.129
H -1.63711 -1.19049 -2.46450  0.107
H 0.85319 1.50418 -2.84480  0.039
O 1.50817 -4.46157 0.44405  -0.058
H 3.86558 -1.53657 2.62451  0.140
H -0.29214 0.96897 4.99398  0.021
O -4.45516 -0.59862 -0.28734  0.013
H 1.77490 1.41496 3.25439  0.083
H -2.21695 -2.58100 3.11599  0.151
O -1.51743 4.15947 -0.34494  -0.072
H -2.36278 1.19648 0.42593  0.051
H -0.71669 3.65600 -0.18548  -0.001
O 1.13387 -2.52911 2.42392  -0.118
H 0.21146 2.89636 -3.35270  -0.015
H 0.56918 -3.29488 2.62090  -0.004
O -1.09763 0.47041 4.86670  -0.035
H 0.41811 -4.43918 0.59805  0.156
H 1.90876 -3.75703 0.15385  -0.103
O -1.53863 -4.05010 -3.11252  -0.019
H -1.40081 -3.54483 -2.33996  -0.017
H -1.50716 -3.52687 -3.83920  -0.035
O 2.59086 0.79063 1.59715  -0.046
H 3.06467 -1.99695 -2.51460  0.033
H 0.68268 -1.69506 1.95986  0.096
O -1.84047 1.64363 1.10860  -0.071
H -4.77368 -1.52871 -0.37986  0.093
O -1.62525 -3.21594 2.46704  -0.088
H 1.99123 -1.49422 -0.44632  0.008
H -0.98906 1.25732 1.27197  -0.001
O 0.83799 3.06521 1.73236  -0.049
H 1.06331 -1.99048 -4.27927  0.036
H 0.97060 3.49410 2.59720  0.067
O 0.56482 -1.24173 -4.68546  -0.100
H 2.18467 -1.02325 -1.78034  -0.006
H 0.26040 -0.90597 -3.80643  -0.001
O 2.50202 -1.24336 -2.74314  -0.121
H 4.56422 -0.60805 1.67514  -0.049
H 2.44081 1.63365 1.37831  -0.051
O -1.65879 0.82033 -4.04569  -0.143
H -0.65634 0.80580 -3.83672  0.010
H -2.09298 3.46175 0.04410  0.014

---

In order of appearance, energy relative to the best compared isomer or geometry (same formula, charge and spin) = 81.28; 102.52; 186.66 kcal per mole.